C5H12N4O | the ωB97M-V functional and the def2-TZVPD basis

Output
- total energy (a.u.) = -491.88391
- HOMO level (eV) = -6.2
- orbital gap (eV) = 6.90
- E_LUMO (Ha) = 0.026
- energy above the lowest of the compared OMol25 structures with the same formula, charge and spin (kJ/mol) = 250.2

The geometry in XYZ format:
```
22
Properties=species:S:1:pos:R:3:forces:R:3:mulliken_charge:R:1
O 0.68336 0.92959 -1.82714 0.1 0.1 0.6 -0.59
N -1.48284 -2.20987 0.22163 0.3 -0.5 -0.4 -0.36
N -0.63422 2.47027 -0.09656 0.2 -0.7 0.3 -0.50
N -1.19099 -0.00957 1.04159 -0.3 0.0 0.0 -0.46
N 0.80275 1.88960 1.65826 -0.4 -0.4 -0.5 -0.49
C -0.80642 -1.07333 0.43031 0.0 1.0 0.1 0.12
C 1.02280 0.72841 -0.47917 -0.9 -0.4 0.1 -0.42
C 0.26229 1.57346 0.42226 0.7 1.2 -0.4 0.52
C 0.85304 -1.96924 -1.18640 0.1 0.7 -0.1 -1.80
C 0.60926 -1.07015 -0.10144 0.7 -0.1 -0.4 0.58
H 0.82491 0.06007 -2.25359 -0.1 -0.2 0.1 0.41
H 0.20545 -1.90929 -2.05906 -0.2 -0.1 0.0 0.58
H -0.97223 -2.85804 -0.40206 -0.4 0.3 0.4 0.32
H -2.15284 0.02734 1.36584 0.0 -0.4 0.0 0.17
H 1.35250 1.14199 2.05602 0.0 -0.1 -0.1 0.29
H 1.29940 -1.20692 0.73277 0.0 -0.1 0.0 0.12
H -0.90045 2.24236 -1.04495 0.0 0.0 0.0 0.26
H -2.46752 -2.29121 0.41343 0.1 0.0 0.0 0.23
H 1.88224 -2.20587 -1.42316 0.1 -0.1 0.1 0.26
H -1.40522 2.71200 0.51059 0.1 0.1 -0.1 0.25
H 2.09617 0.81569 -0.30761 -0.1 -0.2 0.2 0.25
H 0.11857 2.21270 2.32844 0.0 0.1 0.0 0.26
```
Forces are in eV/Å.

***

C28H22N4O8Si | the ωB97M-V functional and the def2-TZVPD basis

Output
- total energy (a.u.) = -2190.29921
- HOMO level (eV) = -8.0
- orbital gap (eV) = 5.57
- E_LUMO (Ha) = -0.090
- energy above the lowest of the compared OMol25 structures with the same formula, charge and spin (kJ/mol) = 0.0

The geometry in XYZ format:
```
63
Properties=species:S:1:pos:R:3:forces:R:3:mulliken_charge:R:1
Si 1.67508 -0.84266 -0.79819 -0.4 0.0 0.8 -0.23
O -6.55635 2.91462 3.27218 1.6 0.5 -1.4 -0.60
O 0.82461 -0.91746 0.72318 1.0 0.5 -0.8 -0.56
O -0.05253 2.49720 0.56795 -1.5 0.6 0.4 -0.61
O -1.94411 3.67927 0.12785 0.4 -0.5 0.7 -0.20
O -1.51184 -0.15202 5.11854 -2.1 1.2 -0.5 -0.59
O -1.12059 -0.01038 -0.00930 -0.8 0.9 -1.5 0.04
O -3.55044 0.22660 5.83252 1.4 0.6 -1.8 -0.61
O -5.96447 4.00699 1.46937 1.3 -1.4 1.6 -0.55
N -2.63564 0.38777 4.99851 0.8 -1.8 2.2 0.99
N -1.19583 2.78117 0.88214 -0.2 -0.6 1.0 0.85
N -3.21132 3.86946 0.66202 0.3 -1.3 1.6 -0.63
N -5.69495 3.27278 2.43556 -2.5 0.7 0.3 0.94
C 2.97790 -3.16793 0.25714 0.2 -0.3 -0.2 -0.31
C -2.54720 -0.36402 0.00584 0.7 0.4 -0.2 -0.49
C -4.34690 2.76822 2.65487 1.0 -0.7 0.4 -0.40
C 4.14469 3.09374 -0.93204 -0.2 -0.3 0.0 -0.47
C -2.86269 1.24771 3.85776 1.1 0.4 -1.5 -0.45
C -4.12194 1.88455 3.71150 -0.2 0.9 -0.9 -0.41
C 2.60198 0.75183 -0.84475 0.0 0.2 0.0 0.65
C -1.00695 0.06434 -3.81125 0.1 0.0 0.2 -0.80
C -0.71579 -2.33591 -3.81451 0.0 0.1 0.0 -0.70
C 2.96909 1.31114 -2.07692 0.3 0.4 0.2 0.04
C -1.81903 1.40792 2.92131 -0.2 0.1 1.9 -0.07
C -2.70663 -1.35123 1.14910 -1.3 0.0 0.4 -0.57
C -0.10680 0.16989 -2.74953 -0.3 -0.1 -0.4 -0.06
C 3.73376 2.48401 -2.12172 -0.1 -0.2 0.2 -0.70
C -2.02108 2.37951 1.95324 0.3 0.7 -2.0 0.20
C -3.23722 3.07615 1.76437 -1.0 0.9 -1.5 0.71
C 3.78917 2.52835 0.29851 -0.1 -0.1 -0.1 -0.70
C 0.21431 -2.22485 -2.77475 -0.3 0.2 -0.2 -0.39
C 3.88004 -4.23543 0.18713 0.1 0.1 -0.1 -0.61
C 3.68240 -2.44003 -1.93713 0.2 -0.4 0.1 -0.13
C -1.32835 -1.19227 -4.33464 0.2 -0.1 0.2 -0.51
C 0.49906 -0.97322 -2.21633 0.1 -0.1 -0.3 0.83
C 4.68350 -4.40978 -0.94556 -0.2 0.2 0.1 -0.46
C 3.01465 1.36505 0.34205 0.3 0.4 -0.2 -0.30
C -1.34429 -1.46694 1.68367 2.8 0.2 -0.6 -0.85
C -0.47654 -0.79680 0.84231 -2.1 -2.2 2.0 0.68
C 4.58753 -3.50515 -2.00833 -0.2 0.2 0.1 -0.69
C 2.85730 -2.27456 -0.81334 0.1 -0.1 0.2 0.15
H 5.21290 -3.62455 -2.89357 -0.1 0.0 0.2 0.38
H 4.00280 2.91237 -3.08707 0.0 -0.1 0.3 0.39
H -3.11496 -2.29369 0.75955 0.1 0.0 0.3 0.34
H 0.11549 1.15239 -2.33181 -0.1 -0.2 -0.1 0.46
H -1.45698 0.97191 -4.21336 0.0 -0.3 0.0 0.40
H -4.91129 1.67915 4.43151 0.1 0.0 -0.3 0.63
H -3.11032 0.55773 0.16266 0.1 0.0 -0.2 0.10
H 3.95553 -4.93255 1.02188 0.0 0.2 -0.2 0.38
H 0.71238 -3.11570 -2.38723 -0.2 0.2 -0.1 0.37
H -0.95584 -3.32231 -4.21177 0.0 0.3 0.0 0.41
H 5.38497 -5.24425 -0.99781 -0.2 0.2 0.0 0.37
H -0.84832 0.93564 3.04477 -0.3 -0.1 0.0 0.66
H 4.10954 2.99160 1.23095 -0.1 0.0 -0.2 0.39
H -3.41644 -0.96786 1.89238 -0.2 -0.1 -0.1 0.25
H 4.74271 4.00532 -0.96109 -0.2 -0.2 0.0 0.38
H 2.65336 0.83766 -3.00861 0.1 0.1 0.2 0.35
H -2.79700 -0.79363 -0.96925 0.1 0.2 0.1 0.40
H 2.36325 -3.03543 1.14906 0.1 -0.1 -0.2 0.40
H -2.05448 -1.27711 -5.14436 0.2 0.0 0.2 0.38
H -0.99011 -2.14913 2.44659 -0.2 0.0 -0.2 0.46
H 3.61812 -1.73468 -2.76831 0.0 -0.2 0.2 0.29
H 2.72911 0.93954 1.30456 0.1 0.1 -0.2 0.36
```
Forces are in eV/Å.

***

- Among the records above, which one has the highest HOMO level?
  C5H12N4O